(1)
18
Properties=species:S:1:pos:R:3 method="wB97M-V/def2-TZVPD" homo_lumo_gap_ha=0.37082 charge=0 smiles="CC[C@H](N)C=O.O" e_tot_ha=-364.16945 e_above_lowest_kj_mol=259.2 e_homo_ev=-9.29
H 1.2095 -4.3052 -1.2966
H -0.9015 1.5972 -1.2516
H 0.8173 0.0377 -1.9830
H -2.0935 0.4395 1.4931
H 1.8801 2.1511 0.3582
H -2.9203 1.6982 0.6069
C 0.8616 -0.2669 -0.8595
C -0.8856 1.4012 -0.1303
H 0.2214 -0.0320 1.0699
H 2.1366 1.1359 1.2967
O 1.0259 -4.5307 -0.4291
N 1.4417 1.5397 0.8614
C 0.4497 0.6592 0.2983
H -2.8208 0.2346 -0.1909
H -0.6628 2.4193 0.1806
C -2.2091 0.8549 0.4967
O 1.1531 -1.3730 -0.5490
H 1.2967 -3.6608 0.0281

(2)
18
Properties=species:S:1:pos:R:3 method="wB97M-V/def2-TZVPD" homo_lumo_gap_ha=0.39250 charge=0 smiles="CCCNC=O.O" e_tot_ha=-364.24155 e_above_lowest_kj_mol=69.9 e_homo_ev=-9.92
H -3.5470 0.3595 -0.8809
H -0.0554 1.4546 0.3659
N 0.4043 -0.1541 -0.7978
H -1.7613 1.0677 -2.2376
C -1.6175 1.1869 -1.1631
O 2.0532 0.3910 0.6719
O 0.8597 -2.1278 2.0263
C -0.2042 1.1872 -0.6640
H 0.3303 -0.6015 -1.6974
H -2.2262 -0.7347 -0.2794
H -0.0712 -2.3376 2.1900
H -2.0175 2.2088 -1.1236
H 0.8334 -1.1614 1.9305
H 0.4202 1.8945 -1.2180
C 1.5695 -0.3769 -0.1299
H -2.6827 0.7457 0.6152
C -2.5945 0.2838 -0.3710
H 2.0046 -1.3661 -0.3321

(3)
18
Properties=species:S:1:pos:R:3 method="wB97M-V/def2-TZVPD" homo_lumo_gap_ha=0.32358 charge=0 e_tot_ha=-364.05754 e_above_lowest_kj_mol=553.0 e_homo_ev=-8.02
O -2.1800 -0.8246 -1.0130
H -0.1824 0.1646 0.2972
H -2.9727 0.7904 0.9633
H 1.8940 -2.2966 0.6792
H 0.1545 -0.4165 -0.3445
C -1.5642 0.2119 -0.2461
N -1.7405 1.4416 -0.9444
C 2.0711 0.7725 -0.3578
H -2.2253 -1.6069 -0.4464
O -2.1641 0.2537 1.0189
C 2.0375 -1.2890 1.0802
H 3.1258 0.9763 -0.1790
H -1.2016 1.4226 -1.8033
H 3.1153 -1.1398 1.2103
C 1.4298 -0.2616 0.1820
H -2.7174 1.5381 -1.2304
H 1.5845 -1.2537 2.0750
H 1.5356 1.5171 -0.9414

(4)
18
Properties=species:S:1:pos:R:3 method="wB97M-V/def2-TZVPD" homo_lumo_gap_ha=0.39285 charge=0 smiles="CC(C)C(N)=O.O" e_tot_ha=-364.21152 e_above_lowest_kj_mol=148.7 e_homo_ev=-10.01
H 0.5579 1.6945 -0.7465
O -5.6864 -2.3296 1.5881
H 2.1964 0.0864 -2.2651
N -0.4004 0.6678 1.2603
C 2.4017 1.0922 0.0599
H -5.0707 -1.8433 2.0872
H 2.3363 1.8102 0.8845
C 0.2750 -0.2003 0.2419
H -5.2932 -2.8004 0.8940
C 1.1748 0.0891 -1.9978
C 1.1182 0.6877 -0.6094
O -0.0496 -1.3587 0.0987
H -1.0115 0.0784 1.7848
H 2.9261 0.0865 0.4444
H 3.0596 1.4335 -0.6764
H 0.4847 0.5141 -2.7790
H 0.7902 -0.9206 -2.1877
H 0.1908 1.2124 1.9181

(5)
18
Properties=species:S:1:pos:R:3 method="wB97M-V/def2-TZVPD" homo_lumo_gap_ha=0.38844 charge=0 smiles="CC(C)C(N)=O.O" e_tot_ha=-364.23338 e_above_lowest_kj_mol=91.3 e_homo_ev=-9.82
C -0.9014 0.4119 -0.6054
C -0.3407 -0.2651 1.6519
H -0.8234 -1.2473 1.7039
H 1.3326 -1.8412 0.8907
H 1.1939 2.3332 -1.6373
N -2.1727 -0.0851 -0.3259
O 2.0732 2.1508 -1.2542
H -2.4555 -0.9758 0.0535
H 0.3573 -0.0304 2.4886
C 0.2851 -0.0625 0.2154
H 2.2592 1.2608 -1.5839
C 1.0842 -1.3627 -0.0906
H -2.9555 0.3677 -0.7613
H 1.7950 -1.1294 -0.8716
H 0.3474 -2.0180 -0.5007
H -1.1459 0.4221 1.8756
O -0.9115 1.2670 -1.4797
H 0.9786 0.8041 0.2311

(6)
18
Properties=species:S:1:pos:R:3 method="wB97M-V/def2-TZVPD" homo_lumo_gap_ha=0.37406 charge=0 smiles=OCCCNCO e_tot_ha=-364.18341 e_above_lowest_kj_mol=222.5 e_homo_ev=-9.28
C -0.6442 0.9847 -1.5582
H -1.4705 0.5730 -0.9550
C 0.0581 -1.0152 1.9050
H 1.1070 -0.7824 2.0939
O -0.8455 -0.0057 2.2592
H 1.4013 -0.9131 -1.3773
O -0.8684 2.3407 -1.8768
H 1.8774 -0.3468 0.2318
H -0.5815 0.8962 2.0880
N 0.5347 0.8736 -0.6528
H -0.2097 -2.3652 0.0978
C 0.9949 -0.5373 -0.3758
H 1.2975 1.3118 -1.1728
C -0.1111 -1.3110 0.2948
H -0.6762 2.7626 -1.0300
H -0.2820 -1.9672 2.3213
H -1.0529 -0.8279 0.1246
H -0.5290 0.3294 -2.4177